Entry 1:
DFT (wB97M-V/def2-TZVPD) results for the molecule C21H32N4O3.

Computed properties:
SMILES string ... CCCCC/C=C/CC(=O)N1CC[C@@H]2C[C@]2(C(=O)NCc2nc(C)no2)CC1
E_LUMO ... 0.0276 Ha
Relative energy (zero: lowest compared OMol25 entry of this formula, charge and spin) ... 3.232 eV
E_HOMO ... -9.26 eV
Energy ... -1264.1337 hartree
Orbital gap ... 10.0 eV

CARTESIAN COORDINATES (ANGSTROEM)
C  3.38  -4.87  -4.98
C  2.67  -4.58  -3.66
C  1.92  -3.25  -3.67
C  1.20  -2.96  -2.36
C  0.46  -1.63  -2.39
C  -0.28  -1.30  -1.11
C  0.25  -1.35  0.11
C  -0.53  -1.01  1.34
C  0.34  -0.37  2.41
O  1.55  -0.31  2.29
N  -0.29  0.13  3.51
C  0.50  0.67  4.62
C  0.01  2.04  5.07
C  -0.09  3.01  3.92
C  -1.24  3.97  3.82
C  -1.15  2.81  2.87
C  -0.75  3.17  1.45
O  -1.24  4.10  0.84
N  0.16  2.33  0.89
C  0.49  2.44  -0.51
C  -0.61  1.95  -1.41
N  -0.57  1.86  -2.69
C  -1.82  1.36  -2.99
C  -2.27  1.07  -4.37
N  -2.57  1.15  -1.95
O  -1.76  1.55  -0.88
C  -2.18  1.68  2.92
C  -1.73  0.35  3.58
H  3.90  -5.82  -4.95
H  2.67  -4.90  -5.81
H  4.11  -4.09  -5.21
H  1.96  -5.39  -3.44
H  3.39  -4.58  -2.84
H  2.63  -2.45  -3.89
H  1.19  -3.25  -4.49
H  0.49  -3.76  -2.14
H  1.93  -2.96  -1.54
H  1.16  -0.82  -2.62
H  -0.25  -1.64  -3.21
H  -1.31  -0.98  -1.22
H  1.27  -1.66  0.27
H  -1.38  -0.37  1.09
H  -0.96  -1.92  1.80
H  0.48  -0.04  5.46
H  1.53  0.72  4.27
H  -0.97  1.95  5.56
H  0.69  2.42  5.83
H  0.86  3.37  3.55
H  -2.00  3.91  4.58
H  -1.05  4.96  3.42
H  0.66  1.67  1.45
H  0.69  3.48  -0.78
H  1.38  1.85  -0.71
H  -3.29  0.69  -4.36
H  -2.23  1.97  -4.97
H  -1.62  0.33  -4.83
H  -3.08  2.02  3.43
H  -2.48  1.47  1.89
H  -2.26  -0.48  3.12
H  -2.00  0.34  4.63

=====

Entry 2:
DFT (wB97M-V/def2-TZVPD) results for a structure of composition C4H26BO21.

Computed properties:
E_LUMO ... 0.0596 Ha
Relative energy (zero: lowest compared OMol25 entry of this formula, charge and spin) ... 4.750 eV
E_HOMO ... -8.27 eV
Charge ... -1
Energy ... -1773.1297 hartree
Orbital gap ... 9.9 eV

CARTESIAN COORDINATES (ANGSTROEM)
O  3.18  -1.83  0.78
C  2.19  -1.36  0.16
O  1.19  -0.67  0.60
B  0.34  -0.43  -0.57
O  0.98  -0.97  -1.71
C  1.99  -1.61  -1.24
O  2.83  -2.25  -1.83
O  0.19  1.07  -0.72
C  -1.07  1.26  -0.67
O  -1.56  2.39  -0.78
C  -1.84  0.00  -0.61
O  -1.12  -0.97  -0.43
O  -3.05  -0.15  -0.74
O  4.83  -3.86  -0.64
H  4.31  -3.96  -1.55
H  4.42  -3.22  -0.13
O  1.94  2.09  2.08
H  2.37  1.87  1.16
H  1.13  2.65  2.17
O  -3.62  4.46  -0.59
H  -3.01  3.67  -0.53
H  -3.98  4.38  0.24
O  0.67  0.10  3.50
H  1.24  0.90  2.96
H  0.42  0.64  4.38
O  3.27  1.81  -0.46
H  4.11  2.24  -0.31
H  2.77  2.42  -1.06
O  3.30  -0.86  -4.31
H  3.35  -0.05  -3.89
H  2.88  -1.40  -3.58
O  -5.41  0.52  0.57
H  -4.62  0.51  0.40
H  -5.80  -0.31  1.06
O  -1.23  -3.70  1.02
H  -0.84  -3.76  0.10
H  -1.20  -2.81  1.42
O  -4.60  0.34  -3.06
H  -3.77  0.29  -2.38
H  -5.23  0.83  -2.46
O  -1.90  -1.90  -3.37
H  -2.71  -1.53  -3.93
H  -2.17  -1.50  -2.49
O  -1.47  -1.46  2.58
H  -1.68  -1.78  3.42
H  -0.75  -0.93  2.81
O  -0.55  3.22  1.47
H  -0.90  3.16  0.62
H  -0.94  2.66  2.00
O  4.04  0.02  2.96
H  3.19  0.60  3.04
H  3.89  -0.86  2.51

=====

Entry 3:
DFT (wB97M-V/def2-TZVPD) results for a structure of composition C35H33BF6GeN2O6PZn.

Computed properties:
Spin multiplicity ... 2
E_LUMO (alpha / beta) ... 0.1406 / 0.1406 Ha
Relative energy (zero: lowest compared OMol25 entry of this formula, charge and spin) ... 0.000 eV
E_HOMO (alpha / beta) ... 0.25 / -3.26 eV
Charge ... -2
Energy ... -6736.6914 hartree
Orbital gap (alpha / beta) ... 3.6 / 7.1 eV

CARTESIAN COORDINATES (ANGSTROEM)
Zn  0.57  -0.80  2.44
C  -1.79  2.00  3.49
C  -1.35  0.83  4.30
N  -0.49  -0.09  3.92
C  -0.33  -1.01  4.99
C  -1.16  -0.57  6.05
N  -1.77  0.59  5.55
C  -1.45  -1.01  7.36
O  -0.82  -2.14  7.79
O  -2.24  -0.41  8.11
C  0.61  -2.07  4.86
O  0.79  -2.90  5.79
O  1.26  -2.13  3.71
H  -1.19  2.09  2.59
H  -1.69  2.92  4.08
H  -2.83  1.90  3.17
H  -2.42  1.13  6.09
H  -0.20  -2.47  7.07
F  -2.16  1.19  0.63
P  -3.22  2.14  -0.16
F  -3.95  0.82  -0.75
F  -2.25  2.17  -1.45
F  -2.47  3.45  0.43
F  -4.28  3.08  -0.94
F  -4.20  2.11  1.13
C  1.49  -1.01  0.68
Ge  0.50  -2.43  -0.24
C  -0.78  -3.25  1.00
C  -2.15  -3.00  0.94
C  -3.00  -3.48  1.92
C  -2.50  -4.21  2.99
C  -1.14  -4.47  3.06
C  -0.29  -4.00  2.07
C  1.75  -3.85  -0.79
C  1.25  -5.02  -1.38
C  2.09  -6.04  -1.79
C  3.47  -5.91  -1.61
C  3.98  -4.76  -1.03
C  3.13  -3.74  -0.63
C  -0.35  -1.81  -1.89
C  0.24  -2.10  -3.12
C  -0.29  -1.59  -4.30
C  -1.41  -0.77  -4.27
C  -2.00  -0.46  -3.05
C  -1.47  -0.97  -1.87
H  2.41  -1.45  1.08
H  -2.56  -2.41  0.13
H  -4.06  -3.25  1.87
H  -3.16  -4.54  3.78
H  -0.72  -4.99  3.92
H  0.78  -4.17  2.17
H  0.18  -5.12  -1.52
H  1.68  -6.93  -2.24
H  4.13  -6.71  -1.92
H  5.05  -4.66  -0.89
H  3.54  -2.85  -0.18
H  1.11  -2.74  -3.16
H  0.19  -1.83  -5.25
H  -1.81  -0.37  -5.19
H  -2.84  0.21  -3.00
H  -1.92  -0.65  -0.94
C  1.95  6.15  -3.97
C  0.92  5.21  -3.34
C  0.04  4.65  -4.47
C  0.04  6.02  -2.38
C  1.57  4.06  -2.57
C  2.94  4.02  -2.30
C  3.52  2.99  -1.55
C  2.69  2.01  -1.07
O  2.98  0.91  -0.31
B  1.74  0.25  -0.12
O  0.72  0.97  -0.77
C  1.32  2.04  -1.34
C  0.74  3.05  -2.08
H  1.43  6.91  -4.57
H  2.63  5.61  -4.63
H  2.53  6.67  -3.21
H  -0.38  5.46  -5.06
H  -0.79  4.06  -4.08
H  0.63  4.00  -5.13
H  -0.51  6.80  -2.92
H  0.65  6.49  -1.61
H  -0.69  5.38  -1.88
H  3.59  4.80  -2.68
H  4.58  2.98  -1.34
H  -0.33  3.04  -2.22

=====

Entry 4:
DFT (wB97M-V/def2-TZVPD) results for a structure of composition C4H4O5Tb.

Computed properties:
Spin multiplicity ... 7
E_LUMO (alpha / beta) ... -0.6246 / -0.6574 Ha
Relative energy (zero: lowest compared OMol25 entry of this formula, charge and spin) ... 0.000 eV
E_HOMO (alpha / beta) ... -20.73 / -20.74 eV
Charge ... +3
Energy ... -1354.1251 hartree
Orbital gap (alpha / beta) ... 3.7 / 2.8 eV

CARTESIAN COORDINATES (ANGSTROEM)
O  0.89  -1.96  -0.75
C  -0.23  -1.95  -1.24
O  -0.75  -0.60  -1.18
H  -0.71  1.47  2.15
Tb  -2.00  -4.49  -3.00
O  -1.12  -2.79  -1.40
O  -0.15  -0.12  0.96
C  0.19  1.11  1.64
C  0.66  2.02  0.50
O  0.48  1.19  -0.67
C  0.01  0.04  -0.31
H  0.98  0.87  2.36
H  1.72  2.29  0.57
H  0.04  2.91  0.37

=====

Entry 5:
DFT (wB97M-V/def2-TZVPD) results for a structure of composition C31H22BCl5F2NO9P2STi.

Computed properties:
E_LUMO ... 0.0802 Ha
Relative energy (zero: lowest compared OMol25 entry of this formula, charge and spin) ... 1.239 eV
E_HOMO ... -6.03 eV
Charge ... -1
Energy ... -6382.6323 hartree
Orbital gap ... 8.2 eV

CARTESIAN COORDINATES (ANGSTROEM)
Ti  1.71  -2.18  2.11
O  1.25  -0.71  2.90
P  0.24  0.26  3.82
C  -3.96  -0.34  -0.96
P  -2.93  -0.08  -2.22
O  -1.27  -0.15  -2.19
C  -3.03  1.62  -2.80
C  -2.04  2.24  -3.56
C  -2.23  3.51  -4.08
C  -3.38  4.22  -3.72
C  -4.42  3.56  -3.07
C  -4.23  2.24  -2.60
C  -3.15  -1.18  -3.72
C  -4.25  -2.08  -3.80
C  -4.26  -3.01  -4.85
C  -3.29  -2.93  -5.83
C  -2.27  -1.99  -5.80
C  -2.22  -1.09  -4.72
C  1.57  0.98  4.78
C  1.64  0.68  6.14
C  2.70  1.05  6.92
C  3.76  1.71  6.34
C  3.70  2.06  5.02
C  2.61  1.69  4.25
C  -0.08  1.66  2.60
C  -0.53  2.93  2.97
C  -0.93  3.90  2.05
C  -0.83  3.65  0.68
C  -0.38  2.40  0.31
C  -0.02  1.41  1.25
H  -4.07  0.56  -0.38
H  -4.15  -1.25  -0.53
H  -1.20  1.62  -3.89
H  -1.49  3.93  -4.74
H  -3.58  5.25  -4.01
H  -5.36  4.01  -2.86
H  -5.10  1.77  -2.13
H  -5.03  -2.16  -3.04
H  -5.12  -3.69  -4.91
H  -3.30  -3.70  -6.66
H  -1.61  -1.83  -6.64
H  -1.46  -0.33  -4.57
H  0.89  -0.04  6.55
H  2.82  0.76  7.97
H  4.68  1.81  6.89
H  4.49  2.56  4.45
H  2.57  1.90  3.19
H  -0.55  3.19  4.01
H  -1.28  4.87  2.37
H  -1.19  4.40  -0.03
H  -0.32  2.14  -0.76
H  0.13  0.38  0.91
Cl  2.90  0.82  -0.26
C  3.64  -0.75  -0.37
C  3.20  -1.74  0.50
C  3.85  -2.96  0.39
Cl  3.35  -4.27  1.39
C  4.95  -3.14  -0.51
Cl  5.64  -4.75  -0.62
C  5.38  -2.12  -1.32
Cl  6.77  -2.34  -2.36
C  4.69  -0.94  -1.30
Cl  5.11  0.33  -2.44
O  -0.88  -4.75  1.13
S  -0.59  -3.35  1.27
O  -1.65  -2.42  0.95
O  0.04  -3.07  2.68
O  0.71  -2.92  0.55
F  0.82  -1.15  -1.92
B  -0.52  -1.24  -1.87
F  -1.08  -2.43  -1.74
O  3.94  -2.22  5.20
N  3.38  -2.21  4.15
O  2.35  -2.96  3.96
O  3.77  -1.61  3.13

=====

Entry 6:
DFT (wB97M-V/def2-TZVPD) results for the molecule C2H6OSi.

Computed properties:
SMILES string ... C[Si@@H]1CO1
E_LUMO ... 0.0075 Ha
Relative energy (zero: lowest compared OMol25 entry of this formula, charge and spin) ... 2.504 eV
E_HOMO ... -8.88 eV
Energy ... -444.4590 hartree
Orbital gap ... 9.1 eV

CARTESIAN COORDINATES (ANGSTROEM)
C  1.08  0.83  0.87
Si  -0.59  0.43  0.12
C  -0.74  -1.41  -0.77
O  -0.46  -0.14  -1.44
H  1.05  1.03  1.97
H  1.71  -0.06  0.79
H  1.46  1.77  0.30
H  -1.42  1.62  0.32
H  -1.84  -1.72  -0.92
H  -0.26  -2.36  -1.23

=====

Entry 7:
DFT (wB97M-V/def2-TZVPD) results for the molecule C4H6.

Computed properties:
Spin multiplicity ... 3
E_LUMO (alpha / beta) ... 0.0482 / -0.1095 Ha
Relative energy (zero: lowest compared OMol25 entry of this formula, charge and spin) ... 5.236 eV
E_HOMO (alpha / beta) ... -1.86 / -10.86 eV
Energy ... -155.6053 hartree
Orbital gap (alpha / beta) ... 3.2 / 7.9 eV

CARTESIAN COORDINATES (ANGSTROEM)
C  -0.59  0.53  -0.75
C  0.98  -0.11  0.54
C  -0.09  -0.76  -0.30
C  -0.48  0.21  0.71
H  0.07  1.17  -1.24
H  -1.65  0.60  -1.24
H  1.46  -0.62  1.28
H  1.68  0.47  0.02
H  -0.20  -1.74  -0.48
H  -1.17  0.26  1.46

=====

Entry 8:
DFT (wB97M-V/def2-TZVPD) results for a structure of composition C11H12Cl2NiO2S3SeSi.

Computed properties:
E_LUMO ... 0.1434 Ha
E_HOMO ... -1.21 eV
Charge ... -2
Energy ... -6891.1861 hartree
Orbital gap ... 5.1 eV

CARTESIAN COORDINATES (ANGSTROEM)
Ni  -0.06  -4.24  0.28
S  3.82  -6.24  0.18
C  2.35  -5.50  0.29
S  1.97  -4.03  1.09
S  0.86  -6.09  -0.40
Cl  -6.34  -0.54  -0.25
C  -4.69  -1.14  -0.14
C  -3.62  -0.22  -0.17
C  -2.33  -0.63  -0.08
Cl  -1.11  0.60  -0.16
C  -1.98  -2.03  0.10
O  -0.78  -2.41  0.20
C  -3.11  -2.92  0.11
C  -2.94  -4.33  0.20
O  -1.90  -4.93  0.49
C  -4.45  -2.46  -0.03
H  -3.83  0.84  -0.26
H  -3.84  -4.93  0.00
H  -5.26  -3.18  -0.04
C  1.97  4.09  1.49
Si  2.57  3.29  -0.13
C  1.68  4.26  -1.51
C  4.39  3.82  -0.25
Se  2.31  1.13  -0.25
H  2.06  5.18  1.47
H  2.56  3.71  2.33
H  0.92  3.83  1.68
H  1.81  5.35  -1.40
H  0.62  4.03  -1.50
H  2.08  3.96  -2.48
H  4.52  4.91  -0.22
H  4.82  3.45  -1.19
H  4.95  3.38  0.57

=====

Asked for max |F| across the records above, the calculation gives 0.141, 15.537, 0.226, 8.266, 2.700, 3.215, 9.773, 0.840 eV/Å in order.